No. 1
109
Properties=species:S:1:pos:R:3:mulliken_charge:R:1 method="wB97M-V/def2-TZVPD" homo_lumo_gap_ev=5.5 relative_energy_kcal_mol=59.3 charge=-2 homo_ev=-2.4
Hg 0.395 -0.328 -0.029 2.45
C -1.721 -5.921 1.725 -1.18
C -0.258 -5.545 1.311 -0.94
C -0.212 -4.337 0.369 -0.05
C 0.250 -4.299 -0.899 0.01
C 1.045 -5.403 -1.564 -1.13
C 0.186 -6.110 -2.648 -1.43
C 0.058 -2.961 -1.439 0.40
N -0.678 -2.253 -0.575 -1.14
C -0.949 -3.047 0.466 0.41
C -1.718 -2.584 1.503 0.16
C -2.011 -1.276 1.913 0.17
C -2.634 -0.865 3.170 0.93
C -3.115 -1.734 4.261 -0.74
C -4.417 -2.346 3.929 -1.26
C -2.524 0.531 3.169 0.22
C -1.936 0.968 1.949 -0.71
C -1.555 2.234 1.694 0.43
C -0.757 2.695 0.603 -0.35
N -0.121 1.915 -0.296 -0.47
C 0.636 2.704 -1.103 0.15
C 1.260 2.234 -2.225 -0.26
C 1.183 0.977 -2.830 -0.20
N 0.706 -0.134 -2.193 -0.59
C 0.917 -1.189 -3.003 0.41
C 0.735 -2.538 -2.571 -0.44
C 1.604 -0.835 -4.249 0.84
C 1.739 0.547 -4.133 0.16
C 2.355 1.555 -5.091 -1.21
C 1.393 2.393 -5.920 -1.15
C 2.016 -1.660 -5.411 -0.35
C 0.879 -2.624 -5.936 -1.07
C 0.432 4.048 -0.688 0.30
C -0.480 4.122 0.320 0.52
C -1.044 5.348 0.920 0.65
C -2.097 5.300 2.027 -1.61
C 1.231 5.183 -1.310 -1.09
C 0.274 5.822 -2.316 -1.28
N -1.632 -0.237 1.194 -0.94
C -3.030 1.494 4.244 -0.80
C -4.524 1.593 4.238 -1.36
H -1.844 -6.280 2.751 0.33
H -2.179 -6.664 1.078 0.35
H -2.389 -5.055 1.563 0.29
H 0.158 -6.339 0.835 0.58
H 0.322 -5.261 2.205 0.28
H 1.317 -6.105 -0.758 0.58
H 2.019 -5.021 -1.734 0.47
H -0.671 -6.468 -2.132 0.38
H 0.734 -6.978 -3.113 0.35
H -0.274 -5.370 -3.328 0.30
H -1.986 -3.357 2.216 0.17
H -3.104 -1.172 5.144 0.41
H -2.477 -2.669 4.353 0.27
H -5.192 -1.613 3.661 0.27
H -5.008 -2.875 4.765 0.35
H -4.388 -2.998 3.092 0.30
H -1.735 2.973 2.514 -0.56
H 1.626 3.041 -2.904 -0.13
H 1.168 -3.470 -3.104 0.34
H 3.125 1.159 -5.759 0.49
H 2.921 2.204 -4.348 0.32
H 0.757 1.795 -6.537 0.33
H 1.847 3.153 -6.543 0.37
H 0.757 2.899 -5.212 0.26
H 2.905 -2.215 -5.152 0.27
H 2.268 -0.977 -6.319 0.25
H 0.491 -3.221 -5.137 0.15
H 1.117 -3.261 -6.800 0.38
H 0.031 -2.015 -6.216 0.36
H -1.388 5.964 0.059 0.17
H -0.128 5.844 1.247 0.24
H -3.068 4.787 1.846 0.35
H -2.317 6.313 2.386 0.41
H -1.706 4.809 2.920 0.41
H 2.094 4.749 -1.793 0.57
H 1.534 5.936 -0.544 0.32
H 0.568 5.529 -3.349 0.32
H 0.281 6.927 -2.318 0.35
H -0.673 5.429 -2.065 0.38
H -2.580 2.501 4.263 0.35
H -2.576 1.124 5.175 0.40
H -4.976 1.891 3.350 0.37
H -4.898 2.322 4.950 0.43
H -4.982 0.639 4.457 0.25
I 0.824 -1.458 4.998 0.06
C 2.144 -2.267 3.628 -0.74
C 3.070 -3.194 3.988 -0.32
C 3.947 -3.778 3.048 -0.16
I 5.145 -5.315 3.743 -0.01
C 3.845 -3.431 1.649 1.21
C 4.555 -4.053 0.575 -0.83
C 4.312 -3.603 -0.691 -1.12
C 3.402 -2.603 -0.936 -0.56
N 2.755 -2.028 0.022 -0.02
C 2.960 -2.360 1.311 -0.63
C 2.140 -1.668 2.321 0.67
O 1.560 -0.577 2.072 -0.72
H 3.153 -3.557 5.054 0.24
H 5.209 -4.918 0.665 0.22
H 4.748 -4.168 -1.437 0.53
H 3.169 -2.394 -1.906 0.90
F 0.339 10.540 2.099 -0.56
Sb -0.893 9.348 1.356 2.45
F 0.591 8.458 0.488 -0.57
F -0.647 8.198 2.891 -0.61
F -2.366 10.153 2.301 -0.59
F -2.195 8.212 0.706 -0.57
F -1.152 10.419 -0.188 -0.58



No. 2
108
Properties=species:S:1:pos:R:3:mulliken_charge:R:1 method="wB97M-V/def2-TZVPD" homo_lumo_gap_ev=7.1 homo_ev=-7.7
Sn 0.071 0.420 -1.754 0.59
C 4.149 -3.062 10.889 -0.83
O 2.760 -3.179 10.648 -0.44
C 2.305 -2.866 9.406 0.83
C 3.113 -2.393 8.372 -0.56
C 2.552 -2.110 7.137 -0.40
C 1.193 -2.293 6.923 -0.10
C 0.395 -2.772 7.958 -0.20
C 0.940 -3.050 9.193 -0.68
N 0.535 -2.060 5.680 -0.47
N 1.225 -1.465 4.830 0.20
C 0.595 -1.262 3.579 -0.15
C -0.643 -1.753 3.233 -0.72
C -1.195 -1.567 1.960 -1.26
C -0.503 -0.869 0.985 -0.26
O -0.947 -0.669 -0.226 -0.37
C 0.774 -0.335 1.345 0.04
N 1.393 0.345 0.359 0.65
C 2.589 0.840 0.564 -1.12
C 3.236 0.713 1.810 -1.40
C 2.613 0.043 2.830 -0.33
C 1.335 -0.525 2.617 1.43
H 4.307 -3.391 11.912 0.23
H 4.484 -2.027 10.788 0.33
H 4.723 -3.698 10.211 0.34
H 4.172 -2.245 8.518 0.38
H 3.171 -1.758 6.325 0.36
H -0.661 -2.919 7.771 0.43
H 0.333 -3.419 10.008 0.41
H -1.197 -2.304 3.982 0.49
H -2.170 -1.970 1.721 0.53
H 3.054 1.365 -0.259 0.55
H 4.220 1.144 1.940 0.43
H 3.083 -0.076 3.796 0.50
C 0.390 -2.404 -4.574 -2.01
C -0.820 -2.522 -3.637 2.89
C -1.787 -3.547 -4.259 -1.76
C -0.301 -3.099 -2.312 -1.64
Si -1.675 -0.810 -3.350 -2.06
C -3.386 -0.971 -2.452 3.34
C -4.509 -1.278 -3.460 -1.93
C -3.715 0.335 -1.712 -1.69
C -3.438 -2.096 -1.406 -2.01
C -1.794 0.242 -4.975 3.20
C -2.394 -0.581 -6.133 -1.78
C -2.678 1.482 -4.776 -2.37
C -0.417 0.739 -5.435 -1.83
H 0.910 -3.367 -4.602 0.57
H 1.110 -1.657 -4.237 0.27
H 0.101 -2.163 -5.595 0.38
H -1.236 -4.462 -4.500 0.56
H -2.240 -3.187 -5.182 0.31
H -2.588 -3.824 -3.579 0.31
H 0.093 -4.105 -2.493 0.66
H -1.061 -3.164 -1.540 0.26
H 0.525 -2.505 -1.914 0.09
H -4.691 -0.470 -4.164 0.36
H -5.440 -1.440 -2.908 0.56
H -4.309 -2.186 -4.031 0.34
H -3.725 1.208 -2.364 0.24
H -3.001 0.514 -0.908 0.01
H -4.707 0.249 -1.257 0.64
H -3.322 -3.083 -1.847 0.31
H -4.423 -2.070 -0.929 0.70
H -2.688 -1.962 -0.633 -0.08
H -3.369 -1.001 -5.891 0.31
H -1.741 -1.397 -6.433 0.33
H -2.527 0.068 -7.005 0.55
H -3.704 1.235 -4.518 0.33
H -2.706 2.047 -5.712 0.66
H -2.289 2.147 -4.007 0.39
H 0.207 -0.059 -5.827 0.29
H 0.134 1.231 -4.638 0.17
H -0.551 1.475 -6.233 0.62
F 5.638 -0.511 -4.417 -0.37
C 4.470 -0.263 -3.790 0.21
C 4.055 -1.126 -2.796 -0.73
C 2.852 -0.866 -2.157 -0.01
C 2.069 0.236 -2.503 0.25
C 2.530 1.082 -3.511 -0.39
C 3.737 0.846 -4.158 -0.78
H 4.666 -1.980 -2.539 0.48
H 2.540 -1.535 -1.363 0.22
H 1.962 1.960 -3.791 0.36
H 4.106 1.503 -4.932 0.47
S 2.226 4.224 -0.572 -0.36
C 1.346 4.564 0.808 0.63
N 1.392 3.729 1.890 0.12
C 0.672 3.877 3.031 -0.13
C -0.153 4.940 3.185 -0.76
C -0.235 5.868 2.117 -0.15
C 0.481 5.688 0.975 -0.88
H 1.983 2.912 1.788 -0.03
H 0.800 3.103 3.773 0.43
H -0.733 5.057 4.086 0.42
H -0.889 6.726 2.209 0.39
H 0.417 6.380 0.148 0.43
F -0.260 3.118 -3.397 -0.44
C -0.889 3.299 -2.218 -0.11
C -0.688 2.381 -1.207 0.93
C -1.320 2.667 -0.009 -0.01
F -1.155 1.890 1.073 -0.44
C -2.144 3.768 0.158 0.51
F -2.739 4.009 1.331 -0.44
C -2.335 4.645 -0.894 0.62
F -3.111 5.718 -0.737 -0.37
C -1.689 4.419 -2.097 0.35
F -1.846 5.274 -3.109 -0.37



No. 3
103
Properties=species:S:1:pos:R:3:mulliken_spin:R:1 method="wB97M-V/def2-TZVPD" homo_lumo_gap_ev="6.9 / 7.9" charge=+1 homo_ev="-8.8 / -10.3" spin_multiplicity=5
Fe -0.251 0.059 -0.005 3.82
C -0.554 1.315 3.648 0.02
Si -0.158 0.001 2.375 0.30
C 1.580 -0.603 2.818 0.01
C 1.992 -0.720 4.159 -0.01
C 3.260 -1.156 4.504 0.00
C 4.168 -1.504 3.510 0.00
C 3.799 -1.396 2.183 0.00
C 2.529 -0.924 1.826 -0.06
P 2.085 -0.868 0.050 0.07
C 3.348 0.118 -0.828 -0.04
C 4.446 0.723 -0.223 0.01
C 5.282 1.560 -0.956 0.00
C 5.041 1.790 -2.303 0.00
C 3.954 1.181 -2.922 0.00
C 3.112 0.362 -2.184 0.03
C 2.493 -2.591 -0.440 -0.01
C 3.185 -2.901 -1.606 0.01
C 3.502 -4.226 -1.907 0.00
C 3.141 -5.244 -1.041 0.01
C 2.449 -4.939 0.128 0.00
C 2.121 -3.626 0.421 0.01
C -1.480 -1.306 2.722 -0.02
C -1.488 -2.063 3.904 0.00
C -2.579 -2.830 4.275 0.00
C -3.716 -2.848 3.473 0.00
C -3.730 -2.133 2.288 -0.01
C -2.617 -1.381 1.891 0.01
P -2.651 -0.536 0.258 0.00
C -3.639 -1.704 -0.756 0.02
C -4.715 -1.313 -1.547 0.01
C -5.388 -2.243 -2.337 0.00
C -4.995 -3.571 -2.344 0.01
C -3.928 -3.974 -1.547 0.00
C -3.257 -3.049 -0.763 0.01
C -3.713 0.930 0.446 -0.02
C -4.207 1.332 1.683 0.01
C -4.925 2.519 1.803 0.00
C -5.179 3.297 0.683 0.00
C -4.709 2.893 -0.563 0.00
C -3.970 1.725 -0.675 0.02
H -0.634 0.860 4.642 0.00
H -1.516 1.791 3.435 0.00
H 0.216 2.093 3.697 0.00
H 1.300 -0.460 4.954 0.00
H 3.543 -1.237 5.547 0.00
H 5.156 -1.863 3.772 0.00
H 4.503 -1.695 1.413 0.00
H 4.635 0.582 0.833 0.00
H 6.120 2.040 -0.467 0.00
H 5.695 2.441 -2.869 0.00
H 3.759 1.357 -3.973 0.00
H 2.248 -0.085 -2.668 0.00
H 3.516 -2.117 -2.274 0.00
H 4.057 -4.451 -2.810 0.00
H 3.407 -6.269 -1.265 0.00
H 2.171 -5.728 0.816 0.00
H 1.591 -3.403 1.342 0.00
H -0.619 -2.037 4.556 0.00
H -2.555 -3.404 5.194 0.00
H -4.583 -3.425 3.766 0.00
H -4.611 -2.174 1.658 0.00
H -5.061 -0.287 -1.541 0.00
H -6.228 -1.922 -2.940 0.00
H -5.523 -4.294 -2.953 0.00
H -3.627 -5.014 -1.523 0.00
H -2.443 -3.380 -0.130 0.00
H -4.017 0.728 2.563 0.00
H -5.290 2.830 2.774 0.00
H -5.744 4.216 0.779 0.00
H -4.907 3.496 -1.441 0.00
H -3.576 1.436 -1.644 0.00
C -0.139 2.566 -1.769 0.08
N 0.048 3.991 -1.968 0.01
C -0.930 4.709 -1.137 0.00
N -0.770 4.399 0.288 0.00
C -0.948 2.970 0.476 0.03
N 0.029 2.164 -0.342 -0.27
C 1.395 2.613 0.088 0.05
N 1.592 4.041 -0.086 0.00
C 1.397 4.357 -1.506 0.00
C 0.587 4.763 0.697 0.00
H 0.596 2.017 -2.360 0.00
H -1.144 2.283 -2.085 0.01
H -1.937 4.432 -1.452 0.00
H -0.798 5.780 -1.286 0.00
H -1.953 2.693 0.183 0.02
H -0.798 2.710 1.519 -0.02
H 2.124 2.096 -0.513 0.01
H 1.527 2.337 1.137 -0.01
H 2.139 3.817 -2.097 0.00
H 1.542 5.427 -1.655 0.00
H 0.730 5.835 0.558 0.00
H 0.719 4.526 1.754 0.00
C -0.495 -4.126 -2.078 0.01
C -0.538 -2.640 -1.887 -0.05
N -0.643 -1.898 -3.006 0.03
O -0.487 -2.121 -0.769 -0.15
H -1.362 -4.457 -2.652 0.00
H -0.484 -4.611 -1.109 0.00
H 0.413 -4.396 -2.624 0.00
H -0.731 -2.333 -3.907 -0.01
H -0.760 -0.901 -2.939 0.03



No. 4
106
Properties=species:S:1:pos:R:3:mulliken_spin:R:1 method="wB97M-V/def2-TZVPD" homo_lumo_gap_ev="4.4 / 4.4" relative_energy_kcal_mol=9.7 charge=+2 homo_ev="-12.1 / -12.0" spin_multiplicity=2
Tc -0.214 0.446 0.359 1.08
N 0.346 -0.703 2.190 0.02
C -0.943 -1.266 2.545 -0.04
C -1.405 -1.255 3.851 -0.01
C -2.683 -1.728 4.139 0.00
C -3.516 -2.150 3.133 0.00
C -3.093 -2.129 1.789 0.00
C -3.967 -2.401 0.714 0.00
C -3.544 -2.106 -0.583 0.00
C -2.259 -1.737 -0.843 0.04
N -1.261 -1.709 0.171 -0.19
C -1.769 -1.719 1.521 0.00
H 0.998 -1.465 1.976 0.01
H 0.719 -0.220 3.007 0.01
H -0.785 -0.858 4.637 0.00
H -3.027 -1.721 5.160 0.00
H -4.521 -2.474 3.355 0.00
H -4.965 -2.755 0.910 0.00
H -4.235 -2.186 -1.406 0.00
H -1.886 -1.551 -1.838 -0.01
C 6.782 1.327 -0.054 0.00
C 6.099 -0.036 -0.178 0.01
C 6.692 -0.773 -1.384 0.00
C 6.365 -0.813 1.123 0.00
C 4.604 0.085 -0.334 0.01
C 3.792 -1.036 -0.549 0.00
C 2.421 -0.917 -0.532 0.00
N 1.768 0.227 -0.269 -0.06
C 2.544 1.337 -0.174 0.04
C 3.932 1.295 -0.222 -0.01
C 1.814 2.570 0.079 0.03
C 2.351 3.839 -0.081 0.00
C 1.580 4.976 0.145 0.00
C 0.270 4.749 0.574 0.01
C -0.198 3.461 0.731 -0.01
N 0.538 2.377 0.476 -0.03
C 2.180 6.350 -0.012 0.00
C 3.029 6.429 -1.288 0.00
C 3.072 6.583 1.218 0.00
C 1.111 7.439 -0.078 0.00
H 7.850 1.182 0.080 0.00
H 6.421 1.870 0.815 0.00
H 6.637 1.932 -0.946 0.00
H 7.774 -0.818 -1.295 0.00
H 6.447 -0.248 -2.304 0.00
H 6.322 -1.790 -1.460 0.00
H 7.437 -0.917 1.262 0.00
H 5.922 -1.804 1.109 0.00
H 5.967 -0.265 1.974 0.00
H 4.227 -2.007 -0.718 0.00
H 1.806 -1.779 -0.730 0.00
H 4.491 2.209 -0.122 0.00
H 3.370 3.946 -0.410 0.00
H -0.391 5.568 0.800 0.00
H -1.206 3.297 1.082 -0.01
H 3.896 5.777 -1.244 0.00
H 3.393 7.445 -1.418 0.00
H 2.428 6.162 -2.154 0.00
H 3.904 5.884 1.246 0.00
H 2.504 6.476 2.139 0.00
H 3.478 7.588 1.183 0.00
H 0.400 7.239 -0.874 0.00
H 1.582 8.394 -0.289 0.00
H 0.579 7.543 0.862 0.00
O -1.688 1.386 -0.928 0.03
C -2.483 1.417 0.054 0.00
O -2.045 0.900 1.130 -0.01
C -3.776 2.093 0.080 -0.01
C -4.534 1.985 1.256 0.00
C -5.674 2.740 1.454 0.00
C -6.006 3.634 0.452 0.00
O -6.999 4.530 0.426 0.00
C -6.840 5.281 -0.759 0.00
O -5.780 4.719 -1.503 0.00
C -5.251 3.737 -0.740 0.00
C -4.144 2.956 -0.962 0.00
H -4.188 1.309 2.023 0.00
H -6.256 2.675 2.358 0.00
H -6.598 6.325 -0.499 0.00
H -7.765 5.262 -1.349 0.00
H -3.557 3.027 -1.863 0.00
C 2.618 -7.911 -2.767 0.00
C 1.990 -8.057 -1.377 0.00
C 2.881 -8.964 -0.533 0.00
C 0.600 -8.710 -1.486 0.00
C 1.778 -6.701 -0.745 0.00
C 2.283 -6.394 0.520 0.00
C 1.986 -5.220 1.192 0.00
C 1.144 -4.349 0.542 0.00
O 0.572 -3.181 0.998 -0.02
B -0.283 -2.797 -0.013 0.13
O -0.216 -3.614 -1.096 -0.02
C 0.657 -4.618 -0.739 0.00
C 0.967 -5.776 -1.408 0.00
H 2.708 -8.891 -3.225 0.00
H 3.611 -7.476 -2.689 0.00
H 2.023 -7.285 -3.425 0.00
H 2.982 -9.923 -1.027 0.00
H 2.438 -9.138 0.443 0.00
H 3.874 -8.542 -0.412 0.00
H 0.701 -9.732 -1.836 0.00
H -0.043 -8.171 -2.175 0.00
H 0.124 -8.724 -0.508 0.00
H 2.916 -7.100 1.025 0.00
H 2.365 -5.026 2.180 0.00
H 0.553 -5.961 -2.384 0.00